[1]
DFT (ωB97M-V/def2-TZVPD) results for the molecule C7H11NO4.

```
23
Properties=species:S:1:pos:R:3
C 1.3385 -0.9408 -0.1394
C -2.1294 -0.2270 -0.1430
C -1.4802 -0.6702 1.1333
C -1.1543 0.0976 -1.2676
C -0.3451 0.1984 1.5668
C 0.1017 1.0551 -0.7670
C 0.7521 0.4093 0.4602
N 2.8162 -0.8367 -0.6570
O 3.0934 0.2739 -1.0486
O 0.7895 -1.9794 -0.2892
O 3.5571 -1.7541 -0.7256
O 1.7101 1.1593 1.0901
H -2.8810 -0.9543 -0.5342
H -2.6784 0.7526 0.0387
H -2.4144 -0.8124 1.7523
H -1.1901 -1.6896 0.8020
H -0.6802 -0.8254 -1.5574
H -1.5104 0.5025 -2.1909
H -0.5580 1.3061 1.5742
H 0.2037 -0.1356 2.3972
H 0.7117 1.2462 -1.6308
H -0.3363 2.0599 -0.3831
H 2.2838 1.7646 0.5191
```

Calculated values
* energy above the lowest of the compared OMol25 structures with the same formula, charge and spin: 3.869 eV
* DFT total energy: -628.9030 Ha
* total charge: 0
* structure (SMILES): O=C([N+](=O)[O-])C1(O)CCCCC1

Atom-resolved charges from Löwdin, all expressed in e:
1. C -0.17
2. C -0.24
3. C -0.21
4. C -0.15
5. C -0.07
6. C -0.07
7. C -0.49
8. N -0.33
9. O 0.07
10. O 0.18
11. O 0.14
12. O 0.00
13. H 0.13
14. H 0.13
15. H 0.13
16. H 0.11
17. H 0.08
18. H 0.10
19. H 0.15
20. H 0.11
21. H 0.10
22. H 0.15
23. H 0.15



[2]
DFT (ωB97M-V/def2-TZVPD) results for a cluster of 2 separate species, C18H26ClN2O7P2S in total.

```
57
Properties=species:S:1:pos:R:3
C 2.7412 -4.8434 -0.7985
C 1.3254 -5.4164 -0.4064
C 0.3513 -4.3841 0.2671
N 0.3135 -3.0484 -0.4010
C 1.2248 -2.1297 0.0828
C 1.3376 -0.7705 -0.4211
P 2.6203 0.3519 0.3227
O 3.3729 -0.4845 1.5432
O 1.7775 1.5929 1.0117
S 3.9283 0.9964 -0.9380
C 0.4127 -0.3284 -1.4761
C 0.4409 1.1025 -2.0496
C -0.4438 2.1762 -1.2604
C -1.3144 1.6204 -0.0711
C -2.7124 0.9908 -0.5105
N -3.3536 1.7102 -1.6320
C -0.5669 -1.3519 -1.9601
Cl -1.7011 -0.7824 -3.2112
C -0.6012 -2.7175 -1.4095
P -1.8723 -3.9403 -2.0194
O -3.0539 -3.7811 -1.1188
O -2.3718 -3.6867 -3.5646
O -1.4028 -5.5140 -1.9130
H 3.3629 -4.5957 0.1102
H 3.2961 -5.6771 -1.3139
H 2.7003 -3.9914 -1.5289
H 0.9139 -5.9447 -1.3008
H 1.5126 -6.2217 0.3650
H 0.7096 -4.2360 1.3253
H -0.6962 -4.7888 0.3562
H 1.9286 -2.4467 0.8952
H 4.2429 -0.7387 1.1709
H 2.3328 2.4012 1.0790
H 1.4959 1.5039 -2.0619
H 0.1122 1.1344 -3.1280
H -1.0712 2.7617 -1.9898
H 0.2586 2.9398 -0.8121
H -1.5894 2.5190 0.5591
H -0.7442 0.9456 0.6334
H -2.6663 -0.1148 -0.6830
H -3.3887 1.1304 0.3869
H -3.6520 1.0566 -2.3651
H -4.2303 2.1511 -1.3381
H -1.6332 -3.4175 -4.1482
H -2.1058 -6.0021 -1.4395
C 0.1955 3.9439 2.4810
C -1.0351 4.0892 2.9669
C -1.4554 5.3495 3.6234
O -2.5749 5.4837 4.0685
C -0.4535 6.4379 3.7146
C 0.7774 6.2882 3.2267
C 1.1930 5.0287 2.5723
O 2.3152 4.8849 2.1219
H 0.5296 3.0364 1.9982
H -1.7782 3.3035 2.9073
H -0.7771 7.3518 4.1963
H 1.5223 7.0718 3.2850
```

Calculated values
* DFT total energy: -2878.6030 Ha
* total charge: +1

Atom-resolved charges from Löwdin, all expressed in e:
1. C -0.11
2. C -0.21
3. C -0.13
4. N -0.04
5. C 0.01
6. C -0.15
7. P 0.28
8. O -0.22
9. O -0.23
10. S 0.37
11. C -0.14
12. C -0.16
13. C -0.17
14. C -0.19
15. C -0.28
16. N -0.02
17. C -0.44
18. Cl 0.80
19. C -0.12
20. P 0.55
21. O -0.27
22. O -0.14
23. O -0.15
24. H 0.08
25. H 0.09
26. H 0.08
27. H 0.10
28. H 0.13
29. H 0.14
30. H 0.13
31. H 0.14
32. H 0.07
33. H 0.08
34. H 0.07
35. H 0.10
36. H 0.11
37. H 0.10
38. H 0.10
39. H 0.10
40. H 0.08
41. H 0.12
42. H 0.04
43. H 0.08
44. H 0.08
45. H 0.11
46. C 0.01
47. C 0.03
48. C -0.38
49. O 0.12
50. C 0.03
51. C 0.03
52. C -0.38
53. O 0.10
54. H 0.08
55. H 0.12
56. H 0.13
57. H 0.13



[3]
DFT (ωB97M-V/def2-TZVPD) results for a cluster of 5 separate species, C18H40ClF5NO8 in total.

```
73
Properties=species:S:1:pos:R:3
F -3.2871 3.7293 2.6195
C -3.8348 2.8791 1.7431
F -5.1203 2.7801 2.1102
F -3.8226 3.4168 0.5659
C -3.1750 1.4342 1.7675
F -4.1329 0.5558 2.1728
F -2.1369 1.3680 2.7149
N -2.6525 1.1540 0.5131
Cl -3.3551 -0.2759 -0.1976
C 0.5538 -2.5098 3.3328
O 0.7400 -1.2308 2.7507
C 0.4646 -0.1652 3.6497
C 1.7330 0.3847 4.2731
O 2.3934 -0.5765 5.0949
C 3.4547 -1.2314 4.4271
H 1.0798 -3.2387 2.7150
H 0.9518 -2.5610 4.3494
H -0.5113 -2.7637 3.3485
H -0.2436 -0.4848 4.4211
H -0.0104 0.6282 3.0706
H 1.4652 1.2241 4.9220
H 2.4119 0.7608 3.5011
H 4.3442 -0.5898 4.4184
H 3.1920 -1.4989 3.4017
H 3.6868 -2.1436 4.9775
C -2.2295 2.4656 -2.7673
O -1.9425 1.1830 -3.3106
C -2.2257 1.0925 -4.6911
C -0.9793 1.2750 -5.5395
O -0.4278 2.5774 -5.4065
C 0.6471 2.6254 -4.4809
H -1.7037 2.5563 -1.8187
H -1.9051 3.2721 -3.4312
H -3.3037 2.5561 -2.5808
H -2.9995 1.8140 -4.9763
H -2.6223 0.0869 -4.8710
H -1.2522 1.1522 -6.5938
H -0.2319 0.5129 -5.2958
H 1.5643 2.2574 -4.9555
H 0.4441 2.0398 -3.5829
H 0.7957 3.6657 -4.1915
C 6.9416 -0.4941 -5.1688
O 6.9772 0.6282 -6.0359
C 5.7680 0.8088 -6.7594
C 4.8678 1.8471 -6.1157
O 4.4206 1.4386 -4.8327
C 5.1844 2.0029 -3.7785
H 7.7414 -0.3785 -4.4382
H 5.9915 -0.5720 -4.6374
H 7.1142 -1.4129 -5.7397
H 5.2408 -0.1438 -6.8720
H 6.0439 1.1596 -7.7589
H 3.9766 1.9680 -6.7399
H 5.3707 2.8178 -6.0593
H 4.8590 3.0320 -3.5927
H 6.2544 1.9953 -3.9956
H 5.0049 1.4124 -2.8810
C -3.6761 -4.4223 3.6183
O -2.9181 -3.4224 4.2746
C -3.4259 -2.1069 4.0523
C -4.2884 -1.6333 5.2043
O -5.4688 -2.4203 5.3502
C -5.3457 -3.4153 6.3473
H -3.4401 -5.3812 4.0818
H -4.7503 -4.2465 3.7056
H -3.4018 -4.4641 2.5589
H -3.9747 -2.0594 3.1084
H -2.5632 -1.4406 3.9679
H -4.6115 -0.6104 4.9945
H -3.7175 -1.6207 6.1392
H -5.4893 -2.9708 7.3396
H -4.3753 -3.9152 6.3129
H -6.1269 -4.1576 6.1805
```

Calculated values
* DFT total energy: -2325.8623 Ha
* total charge: -1

Atom-resolved charges from Löwdin, all expressed in e:
1. F 0.13
2. C -0.60
3. F 0.12
4. F 0.16
5. C -0.67
6. F -0.01
7. F 0.00
8. N -0.43
9. Cl 0.41
10. C -0.10
11. O -0.18
12. C -0.20
13. C -0.20
14. O -0.20
15. C -0.13
16. H 0.09
17. H 0.08
18. H 0.07
19. H 0.12
20. H 0.11
21. H 0.12
22. H 0.12
23. H 0.08
24. H 0.08
25. H 0.08
26. C -0.11
27. O -0.20
28. C -0.22
29. C -0.21
30. O -0.20
31. C -0.11
32. H 0.08
33. H 0.08
34. H 0.09
35. H 0.12
36. H 0.12
37. H 0.12
38. H 0.12
39. H 0.07
40. H 0.09
41. H 0.09
42. C -0.11
43. O -0.20
44. C -0.21
45. C -0.21
46. O -0.20
47. C -0.11
48. H 0.09
49. H 0.08
50. H 0.09
51. H 0.13
52. H 0.12
53. H 0.12
54. H 0.13
55. H 0.09
56. H 0.08
57. H 0.09
58. C -0.12
59. O -0.21
60. C -0.19
61. C -0.19
62. O -0.19
63. C -0.13
64. H 0.08
65. H 0.08
66. H 0.09
67. H 0.13
68. H 0.11
69. H 0.13
70. H 0.12
71. H 0.08
72. H 0.08
73. H 0.08



[4]
DFT (ωB97M-V/def2-TZVPD) results for a cluster of 4 separate species, C15H40O10P2 in total.

```
67
Properties=species:S:1:pos:R:3
C -1.6571 3.5093 -4.9273
C -0.7602 3.7128 -3.6334
O -1.5231 4.5453 -2.7410
P -1.0227 4.4636 -1.1521
O -1.6823 5.6218 -0.4325
C -1.6000 2.9109 -0.2844
C -2.5051 1.9689 -1.1645
O -2.2009 0.5981 -0.7999
P -1.2240 -0.1752 -1.8895
O -1.4178 -1.6584 -1.6657
O 0.4137 0.0975 -1.6119
O -1.6241 0.1142 -3.4823
O 0.6341 4.6967 -0.9683
C 1.3972 3.4831 -1.1253
C 1.9021 2.8628 0.2176
H -1.1487 3.8725 -5.8351
H -1.9214 2.4297 -4.9930
H -2.6250 4.0227 -4.7424
H -0.6152 2.6960 -3.2009
H 0.1851 4.1820 -3.9625
H -0.7648 2.3247 0.1481
H -2.2196 3.2334 0.5769
H -3.5633 2.1311 -0.8689
H -2.4576 2.1679 -2.2519
H 0.7248 -0.6205 -1.0110
H -0.7959 0.3905 -3.9071
H 0.8875 2.6814 -1.6973
H 2.2998 3.7583 -1.7167
H 1.3281 1.9484 0.4829
H 1.9076 3.5640 1.0718
H 2.9569 2.5354 0.0723
C 0.8940 -2.2720 3.4385
C 1.2667 -2.5017 1.9832
C 2.6731 -3.0650 1.8557
O 1.1781 -1.2669 1.2660
H 1.5703 -1.5513 3.9049
H -0.1141 -1.8591 3.5152
H 0.9345 -3.2024 4.0071
H 0.5532 -3.1884 1.5247
H 3.4089 -2.3691 2.2695
H 2.9318 -3.2160 0.8055
H 2.7652 -4.0185 2.3781
H 1.8020 -0.6517 1.6648
C 1.9475 -0.8827 7.6615
C 3.2480 -1.5113 7.1854
C 4.4500 -0.8857 7.8756
O 3.3687 -1.3494 5.7719
H 1.9267 0.1867 7.4315
H 1.0945 -1.3348 7.1518
H 1.8179 -1.0092 8.7380
H 3.2299 -2.5848 7.3822
H 4.5119 0.1836 7.6528
H 5.3760 -1.3396 7.5182
H 4.3945 -1.0123 8.9585
H 3.3864 -0.4059 5.5833
C -4.1003 -2.9253 -3.9577
C -3.7145 -3.1579 -5.4089
C -2.3041 -3.7152 -5.5215
O -3.8029 -1.9285 -6.1299
H -3.4298 -2.1982 -3.4920
H -5.1108 -2.5165 -3.8898
H -4.0600 -3.8526 -3.3833
H -4.4204 -3.8506 -5.8716
H -1.5762 -3.0136 -5.1033
H -2.0352 -3.8683 -6.5689
H -2.2113 -4.6666 -4.9945
H -3.1842 -1.3104 -5.7290
```

Calculated values
* DFT total energy: -2030.7433 Ha
* total charge: 0
* structure (SMILES): CCOP(=O)(CCOP(=O)(O)O)OCC.CC(C)O.CC(C)O.CC(C)O

Atom-resolved charges from Löwdin, all expressed in e:
1. C -0.05
2. C -0.28
3. O -0.22
4. P 0.64
5. O -0.32
6. C -0.14
7. C -0.23
8. O -0.18
9. P 0.53
10. O -0.30
11. O -0.16
12. O -0.13
13. O -0.21
14. C -0.30
15. C -0.07
16. H 0.07
17. H 0.06
18. H 0.09
19. H 0.07
20. H 0.13
21. H 0.08
22. H 0.11
23. H 0.14
24. H 0.09
25. H 0.07
26. H 0.08
27. H 0.07
28. H 0.12
29. H 0.05
30. H 0.09
31. H 0.08
32. C -0.06
33. C -0.48
34. C -0.06
35. O -0.07
36. H 0.06
37. H 0.08
38. H 0.09
39. H 0.14
40. H 0.08
41. H 0.08
42. H 0.08
43. H 0.08
44. C -0.06
45. C -0.50
46. C -0.07
47. O -0.07
48. H 0.08
49. H 0.08
50. H 0.08
51. H 0.14
52. H 0.08
53. H 0.08
54. H 0.08
55. H 0.08
56. C -0.06
57. C -0.50
58. C -0.06
59. O -0.06
60. H 0.06
61. H 0.08
62. H 0.08
63. H 0.14
64. H 0.08
65. H 0.08
66. H 0.08
67. H 0.07



Gap between HOMO and LUMO per entry: 9.5666; 6.8740; 5.7064; 9.8177 eV